The following is a quantum chemistry calculation of a structure of composition C24H19O5PYb, from the OMol25 dataset.

Last column: Löwdin charge in e.
Element x y z (Å)
Yb 0.0718 0.8246 0.0801  0.9964
P -0.0765 0.2535 3.6472  0.8959
O -0.3253 -2.4918 -0.7424  0.1858
O -3.2571 -0.5543 -0.7106  0.1647
O 0.2430 4.3356 -0.8782  0.1494
O 3.3501 -0.9785 -0.2850  0.1609
O -0.1667 0.8733 2.2143  -0.4792
C 0.0355 0.8728 -3.3100  -0.1076
C -4.0930 -1.6353 3.6325  -0.0226
C 2.9035 -2.4318 2.8594  -0.0429
C -0.0259 -0.4629 -3.4760  -0.0410
C -1.7287 -1.9355 3.4086  -0.0683
C 1.7365 -1.6757 2.7615  -0.1147
C -3.0113 -2.4139 3.2088  -0.0360
C 3.7241 -2.3131 3.9788  -0.0159
C -1.5736 -0.6654 3.9815  -0.3048
C -0.2663 0.7945 6.4124  0.0120
C -2.3461 0.0455 -0.3448  0.0157
C 0.6951 3.3815 6.1771  0.0850
C -0.1504 1.5803 7.5420  0.0321
C 0.2883 2.8936 7.4146  0.0564
C -0.1948 -1.4703 -0.2188  -0.1152
C 0.5693 2.6029 5.0185  0.0167
C 2.1905 -0.7150 4.9563  -0.0503
C 0.1912 3.1708 -0.9171  0.0372
C -2.6391 0.0044 4.5886  -0.0699
C 2.3854 -0.3783 -0.0867  0.0243
C -0.0112 1.3368 5.1105  -0.2357
C -3.9145 -0.4867 4.3874  -0.0305
C 1.3848 -0.7967 3.8033  -0.2655
C 3.3724 -1.4530 5.0120  -0.0258
H 0.8833 -1.0802 -3.5027  0.0769
H 3.1864 -3.0932 2.0431  0.1263
H 0.3459 3.5133 8.3039  0.1516
H 4.0301 -1.3204 5.8704  0.1314
H -4.7441 0.0585 4.7941  0.1250
H 1.8773 -0.1095 5.8096  0.0992
H -5.0915 -1.9087 3.3080  0.1299
H 1.0025 2.9511 4.0765  0.1378
H 4.6900 -2.8126 3.9975  0.1347
H -3.1366 -3.3714 2.6913  0.1321
H -0.4914 -0.2713 6.5435  0.1595
H 1.0457 -1.8111 1.9061  0.0642
H -0.9877 -0.9933 -3.5169  0.0764
H -0.8589 -2.5465 3.1531  0.1130
H -0.8716 1.4860 -3.2251  0.0594
H -2.4658 0.8602 5.2426  0.1122
H 1.1391 4.3721 6.1048  0.1568
H -0.3648 1.1609 8.5178  0.1494
H 0.9951 1.3979 -3.2076  0.0573

Results
Energy relative to the best compared isomer or geometry (same formula, charge and spin): 66.66 kJ/mol
Largest force on an atom: 6.6 eV Å⁻¹
LUMO (spin up / spin down): -9.9 / -13.5 eV
Gap between HOMO and LUMO (spin up / spin down): 7.70 / 4.13 eV
Highest occupied orbital energy (spin up / spin down): -17.60 / -17.59 eV
Net charge: +3
Energy: -2801.15041 a.u.
2S+1: 2


The following is a quantum chemistry calculation of a structure of composition C24H19OPRh, from the OMol25 dataset.

Last column: Löwdin charge in e.
Element x y z (Å)
Rh 1.0991 1.6433 0.1019  0.7938
P -0.0886 -0.2299 0.5672  1.0366
O -0.6057 3.1671 -1.0639  0.0654
C 2.1323 -0.6523 -2.8088  -0.0557
C -1.8494 0.2264 0.4950  -0.3137
C 2.0526 3.3945 1.1493  -0.1486
C -4.2203 -0.0751 0.6071  -0.0413
C -0.4138 -3.0297 3.4543  -0.0612
C -0.5921 -0.6125 -2.2176  -0.0518
C 3.0167 2.9810 -0.8537  -0.0654
C 3.4875 1.9753 0.0509  -0.1600
C 0.3426 -0.5194 -1.1743  -0.3721
C -0.7978 2.2785 -0.2799  -0.3389
C 1.7135 -0.5378 -1.4846  -0.1251
C 0.0065 -1.7956 1.4301  -0.3593
C 0.2834 -2.9820 0.7562  -0.0682
C -3.3124 2.0035 -0.2028  0.0064
C -2.0480 1.4898 -0.0187  -0.2309
C 1.1977 -0.7469 -3.8206  -0.0441
C -0.3215 -1.8194 2.7881  -0.0938
C -4.4135 1.2078 0.1174  -0.0360
C 2.1709 3.8554 -0.1694  -0.1313
C -0.1661 -0.7323 -3.5229  -0.0427
C 0.1926 -4.1912 1.4328  -0.0581
C -0.1678 -4.2156 2.7713  -0.0565
C 2.9035 2.2166 1.2801  -0.1910
C -2.9318 -0.5787 0.7953  -0.0439
H 1.6753 4.7203 -0.5766  0.1200
H 3.1894 -0.6792 -3.0390  0.1161
H 2.4456 -0.5558 -0.6894  0.0936
H -0.8939 -0.8142 -4.3190  0.1177
H 3.3095 3.0843 -1.8891  0.1233
H -5.0763 -0.6932 0.8452  0.1162
H 1.5229 -0.8412 -4.8489  0.1176
H 0.5646 -2.9672 -0.2886  0.1057
H 4.2259 1.2133 -0.1399  0.1141
H -0.6732 -3.0498 4.5043  0.1138
H -1.6524 -0.5952 -1.9975  0.1168
H 3.1376 1.7097 2.2017  0.1126
H -0.5034 -0.8924 3.3210  0.1147
H 0.4014 -5.1150 0.9100  0.1138
H -0.2511 -5.1623 3.2890  0.1145
H -3.4354 3.0097 -0.5842  0.1305
H 1.5395 3.8945 1.9542  0.1156
H -5.4160 1.5919 -0.0142  0.1166
H -2.7804 -1.5795 1.1813  0.1145

Results
Energy relative to the best compared isomer or geometry (same formula, charge and spin): 0.00 kJ/mol
Largest force on an atom: 1.9 eV Å⁻¹
LUMO (spin up / spin down): -4.4 / -4.4 eV
Gap between HOMO and LUMO (spin up / spin down): 6.64 / 6.64 eV
Highest occupied orbital energy (spin up / spin down): -11.08 / -11.07 eV
Net charge: +1
Energy: -1452.84285 a.u.
2S+1: 1


The following is a quantum chemistry calculation of the ion C24H20B with charge -1, from the OMol25 dataset.

Last column: Löwdin charge in e.
Element x y z (Å)
C -0.3802 1.5710 -0.4995  -0.1074
C 0.9260 -3.2323 -2.1696  -0.0674
C -0.3749 -1.8066 -3.5782  -0.1028
C 3.8163 0.3802 2.2799  -0.1051
C -3.2042 -1.3828 2.6460  -0.1311
C -0.9424 4.1013 -1.4441  -0.1539
C 0.3630 2.6551 -0.0737  -0.0564
C 3.6851 0.7756 0.9218  -0.1154
C 1.4889 -0.0306 0.6689  -0.1443
C 2.7274 -0.3089 2.8083  -0.1024
C 0.8162 -2.2537 -1.1010  -0.0592
C -1.5162 1.8334 -1.2517  -0.0726
C -1.1524 -0.5640 0.9411  -0.1307
C -2.3727 -0.3224 2.9732  -0.1072
C 0.1009 3.9211 -0.5738  -0.1020
C -2.9462 -2.1234 1.4979  -0.0878
C -0.3246 -0.7984 -2.5964  -0.0277
C -1.7710 3.0961 -1.8028  -0.1072
C 0.1737 -1.0959 -1.3266  -0.1579
C 1.5716 -0.4172 2.0233  -0.0509
C 0.3271 -2.9582 -3.3793  -0.1571
C -1.4180 0.1061 2.0842  -0.1177
C 2.6100 0.5203 0.1172  -0.0951
C -1.9255 -1.7126 0.5651  0.0081
B 0.0199 0.0126 -0.0711  -0.4852
H -1.8590 -2.2335 -0.3681  0.0921
H 0.3123 -3.6391 -4.1997  0.0782
H -2.5612 3.2539 -2.5634  0.1046
H -2.2824 1.0894 -1.1747  0.1096
H -0.8220 0.9359 2.3496  0.1039
H -4.0164 -1.6351 3.3063  0.0792
H 2.6100 0.9162 -0.8970  0.1248
H 4.8232 0.3371 2.7188  0.0871
H 1.1869 2.5971 0.6691  0.1204
H -1.2960 5.0612 -1.7908  0.0880
H -0.9643 -1.6322 -4.4469  0.0815
H 0.7501 -0.9052 2.5129  0.0914
H -3.4636 -3.0027 1.2783  0.0619
H 4.4824 1.3185 0.4353  0.0839
H 1.2772 -2.4723 -0.1781  0.0962
H 2.8081 -0.9572 3.6410  0.0771
H -2.4789 0.3936 3.8560  0.1168
H 0.6117 4.6994 -0.0871  0.0770
H 1.4227 -4.1957 -1.9509  0.0930
H -0.8386 0.1048 -2.7699  0.0695

Results
Energy relative to the best compared isomer or geometry (same formula, charge and spin): 18.77 kJ/mol
Largest force on an atom: 4.3 eV Å⁻¹
LUMO: 3.2 eV
Gap between HOMO and LUMO: 8.18 eV
Highest occupied orbital energy: -4.99 eV
Net charge: -1
Energy: -951.41971 a.u.
2S+1: 1


The following is a quantum chemistry calculation of a structure of composition C24H20BIrN9, from the OMol25 dataset.

Last column: Löwdin charge in e.
Element x y z (Å)
Ir 0.0621 -0.0458 -0.1812  1.4232
N 3.1531 -0.6466 0.2172  -0.0360
N -0.7681 3.4592 -0.2706  0.1983
N -1.6503 1.1979 -0.1444  0.0221
N -3.5270 -0.3381 -0.3212  0.1985
N 0.8610 1.8142 -0.4438  -0.0324
N -1.4580 -1.3801 -0.4749  -0.0299
N 2.0989 0.1251 -0.0286  -0.1242
N 1.5841 -2.7900 0.2362  -0.0345
N 0.5263 -2.0299 -0.0339  -0.1279
C -2.8182 -3.7711 0.0225  -0.0022
C -4.9700 4.4683 0.0055  -0.0439
C 4.4039 -0.2876 0.2568  -0.0531
C -1.6904 2.5907 -0.1643  -0.2497
C 0.6199 -5.1349 0.2525  -0.0384
C 2.2934 1.4828 -0.4612  -0.2927
C -3.5835 4.3576 -0.0373  0.0165
C -2.7375 -1.4163 -0.4340  -0.3240
C 5.0864 0.9907 0.2018  -0.0389
C -3.0772 3.0751 -0.0867  -0.1134
C 1.6242 -4.0891 0.2964  -0.0541
C -0.7011 -5.0051 0.3411  -0.0416
C -3.8777 1.9731 -0.1060  -0.1135
C -1.3748 -3.6810 0.4387  -0.2274
C -0.6996 -2.6411 -0.4686  -0.2918
C -2.9875 0.8053 -0.1920  -0.2492
C -5.2546 2.0573 -0.0775  0.0164
C 4.5562 2.2064 0.3061  -0.0416
C 2.7237 3.8435 0.0394  -0.0022
C -5.7897 3.3402 -0.0145  -0.0438
C 3.0915 2.4397 0.4372  -0.2273
C 0.5003 3.0423 -0.3920  -0.3236
C 1.5043 4.1133 -0.4090  0.0211
C -3.4462 -2.7018 -0.4494  0.0212
B 3.0404 -2.2058 0.4399  -0.3355
H -1.3252 -3.3083 1.4703  0.1776
H 2.6960 1.5457 -1.4808  0.1795
H 6.1616 0.8933 0.1201  0.1161
H 3.4646 4.6261 0.1528  0.1255
H -0.6203 -3.0598 -1.4804  0.1797
H 1.0468 -6.1279 0.1933  0.1160
H -5.8781 1.1745 -0.1024  0.1210
H -6.8634 3.4688 0.0169  0.1127
H -3.3337 -4.7168 0.1424  0.1255
H 2.7714 2.2697 1.4738  0.1777
H -4.4910 -2.6811 -0.7220  0.1229
H 1.1577 5.1029 -0.6673  0.1227
H 3.7252 -2.7181 -0.3988  0.0947
H 5.2088 3.0706 0.2636  0.1182
H -5.4237 5.4493 0.0521  0.1127
H -1.3208 -5.8936 0.3118  0.1182
H -2.9360 5.2233 -0.0319  0.1211
H 2.6388 -4.4364 0.4341  0.1186
H 5.0475 -1.1467 0.3863  0.1190
H 3.3786 -2.4453 1.5649  0.0963

Results
Largest force on an atom: 1.1 eV Å⁻¹
LUMO: -4.0 eV
Gap between HOMO and LUMO: 6.67 eV
Highest occupied orbital energy: -10.68 eV
Net charge: +1
Energy: -1548.23227 a.u.
2S+1: 1


The following is a quantum chemistry calculation of a structure of composition C24H20CoN7S, from the OMol25 dataset.

Last column: Löwdin charge in e.
Element x y z (Å)
Co -0.9457 0.2161 0.8856  0.4347
S -3.1317 0.3069 1.9131  0.7872
N -1.2848 -0.3564 -0.8765  0.0594
N -1.2479 0.9030 3.6814  0.0826
N -0.8613 2.0681 0.2781  0.0268
N -1.8424 1.7468 -1.8898  0.1796
N -1.4299 -2.7262 -0.4952  0.1808
N -0.5412 -1.5979 1.4224  0.0223
N -3.4587 1.0175 4.4264  0.1140
C -2.2194 -1.6870 -2.5309  -0.1020
C -2.3416 -0.3712 -2.9403  -0.1014
C -3.3601 -1.0858 -4.9492  -0.0558
C -0.7909 4.7976 -0.2660  -0.0430
C 0.0790 -1.7076 2.6178  -0.1217
C -0.2494 4.3019 0.9191  -0.0519
C -1.3247 3.9179 -1.1660  0.0103
C -2.5663 0.7804 3.4124  -0.7643
C -1.7909 0.4656 -1.8560  -0.2612
C -0.8637 -2.7200 0.7514  -0.2913
C -2.9133 -0.0376 -4.1509  0.0047
C -0.3113 2.9515 1.1407  -0.1179
C 0.6130 1.3702 5.1434  0.0003
C -0.6103 -3.9786 1.3241  0.0118
C -3.2370 -2.4110 -4.5368  -0.0558
C -4.1997 1.6030 6.6634  0.0094
C -1.3388 2.5386 -0.8947  -0.2891
C -0.8594 1.2534 4.9018  -0.2778
C -2.6628 -2.7346 -3.3116  0.0047
C 0.3706 -2.9054 3.2130  -0.0508
C -0.0019 -4.0747 2.5469  -0.0415
C -3.1037 1.3790 5.6798  -0.2468
C -1.7710 1.5066 5.9423  0.0394
C -1.5938 -1.6603 -1.1944  -0.2581
H 0.8346 1.6574 6.1675  0.0875
H -2.5655 -3.7589 -2.9788  0.1186
H -0.9022 -4.8482 0.7546  0.1208
H 1.0981 0.4166 4.9297  0.0857
H -0.7737 5.8582 -0.4792  0.1180
H -4.4379 0.9074 4.1955  0.1535
H -3.0070 0.9949 -4.4582  0.1186
H 0.1985 -5.0439 2.9838  0.1173
H 0.8738 -2.9308 4.1683  0.1089
H -4.8643 2.3956 6.3156  0.1034
H 0.0901 2.5245 2.0334  0.0856
H -3.5972 -3.2002 -5.1832  0.1090
H -3.7945 1.8867 7.6302  0.0934
H -3.8135 -0.8716 -5.9078  0.1090
H -1.4298 1.7898 6.9257  0.1276
H -1.7354 4.2388 -2.1115  0.1210
H 0.3410 -0.7709 3.0924  0.0798
H 0.2097 4.9528 1.6493  0.1103
H 1.0438 2.1107 4.4693  0.0909
H -4.7917 0.6943 6.7842  0.1035

Results
Largest force on an atom: 0.6 eV Å⁻¹
LUMO (spin up / spin down): -3.3 / -3.3 eV
Gap between HOMO and LUMO (spin up / spin down): 7.28 / 7.40 eV
Highest occupied orbital energy (spin up / spin down): -10.56 / -10.69 eV
Net charge: +1
Energy: -3090.72513 a.u.
2S+1: 2


The following is a quantum chemistry calculation of a structure of composition C24H20FeN3O3S, from the OMol25 dataset.

Last column: Löwdin charge in e.
Element x y z (Å)
Fe -0.8679 1.1609 0.0828  0.7051
S 0.0824 1.3407 3.0102  1.0994
O -1.0868 1.6973 1.9455  -0.6074
O 0.9218 0.5268 -6.5041  0.2373
O -0.5562 -1.2194 -6.2740  0.1198
N -0.5636 0.7114 -1.8518  0.0109
N -1.9285 -0.5652 -0.0771  0.0252
N 0.2258 2.8895 -0.5126  0.0260
C -2.5500 -2.3607 -1.6165  0.0191
C 2.0082 4.5026 -0.1656  -0.0515
C 0.9483 3.7541 0.2579  -0.1344
C 0.4620 -0.3466 2.6799  -0.4564
C -0.9844 1.2397 4.5842  -0.1818
C 1.5874 3.6657 -2.3798  -0.0127
C 0.6070 2.7956 -1.8562  -0.1641
C -1.0392 -0.4374 -2.3477  -0.2046
C 1.7894 -2.7380 2.4079  -0.2551
C -3.4351 -2.9064 -0.7076  -0.0344
C 2.2898 4.5447 -1.5685  -0.0248
C -3.5357 -2.2563 0.5060  -0.0464
C 0.9953 -2.4993 3.5487  0.0006
C 0.1243 1.6250 -2.6313  -0.1787
C 0.3167 -1.3017 3.6678  -0.0639
C -1.8638 -1.1574 -1.3116  -0.1412
C -0.7184 -0.7863 -3.6266  0.0446
C 0.0734 -0.1751 -5.9618  -0.5273
C 2.7502 -3.8565 2.3663  -0.0446
C 1.1587 -0.5602 1.5542  -0.1201
C -2.8201 -1.0888 0.7946  -0.0823
C 0.2455 1.3688 -3.9783  0.0495
C 1.8015 -1.7750 1.3889  -0.0019
C -0.1265 0.1427 -4.4911  -0.0950
H -0.1509 -1.0440 4.5976  0.0940
H -0.9008 -1.8101 -3.9272  0.1234
H 2.9103 5.3358 -1.9972  0.1196
H 2.4441 -1.9133 0.5090  0.1361
H 0.9042 -3.2662 4.3278  0.1315
H -1.4306 2.2497 4.6792  0.0680
H 2.8240 -4.2804 3.3601  0.0791
H 3.7872 -3.5175 1.9987  0.1240
H 2.4321 -4.5985 1.6403  0.0888
H -4.0277 -3.7615 -0.9531  0.1158
H 0.5899 2.2347 -4.5385  0.1304
H -4.1377 -2.6537 1.3370  0.1208
H -0.3522 1.1176 5.4329  0.0429
H -1.8312 0.5191 4.5535  0.0828
H -2.3064 -2.7605 -2.5994  0.1189
H 1.6811 3.6442 -3.4515  0.1063
H -3.0890 -0.4865 1.6236  0.1047
H 0.4876 3.8849 1.2100  0.0947
H 2.6606 5.0277 0.5307  0.1119
H 1.1940 0.1434 0.7334  0.0974

Results
Energy relative to the best compared isomer or geometry (same formula, charge and spin): 100.76 kJ/mol
Largest force on an atom: 3.9 eV Å⁻¹
LUMO (spin up / spin down): -3.1 / -5.6 eV
Gap between HOMO and LUMO (spin up / spin down): 5.09 / 5.85 eV
Highest occupied orbital energy (spin up / spin down): -8.21 / -11.46 eV
Net charge: +1
Energy: -2978.10570 a.u.
2S+1: 5